Record 1
A structure of composition C21H46GaINO11P2 at a distorted geometry. Source: the OMol25 dataset; level of theory: ωB97M-V/def2-TZVPD.

Values from the calculation:
Charge: -1

Each line ends with the Löwdin charge.
Cartesian coordinates (Å):
N1 4.992 -0.061 2.734  0.06
C1 4.599 0.398 1.590  -0.29
O1 4.218 1.043 0.324  -0.24
Ga1 2.852 0.008 -0.580  0.38
C2 3.934 -1.306 -1.824  -0.32
C3 3.067 -2.633 -2.254  -0.37
C4 2.495 -3.475 -0.969  -0.68
I1 3.996 -3.986 0.545  0.65
C5 1.706 1.373 -1.624  -0.28
C6 0.085 1.181 -1.487  -0.29
C7 -0.416 0.375 -0.152  -0.22
C8 -0.708 -1.182 -0.612  -0.18
O2 -2.189 -1.274 -0.807  -0.17
C9 -2.862 -1.656 0.445  -0.14
O3 -3.302 -2.939 0.532  -0.07
H1 2.005 -0.847 0.502  -0.01
H2 4.244 -0.658 -2.776  0.06
H3 4.914 -1.578 -1.235  0.03
H4 3.769 -3.332 -2.915  0.10
H5 2.165 -2.258 -2.915  0.10
H6 1.680 -2.803 -0.417  0.00
H7 1.917 -4.436 -1.327  0.06
H8 2.055 2.457 -1.353  0.05
H9 1.965 1.217 -2.777  0.06
H10 -0.355 0.709 -2.489  0.11
H11 -0.383 2.271 -1.426  0.10
H12 -1.464 0.858 0.155  0.11
H13 0.272 0.483 0.788  0.09
H14 -0.208 -1.341 -1.683  0.14
H15 -0.309 -1.993 0.132  0.12
H16 -3.046 -0.950 1.370  0.16
O4 2.955 -3.312 4.928  -0.22
P1 1.932 -3.006 6.049  0.74
O5 1.165 -1.799 5.214  -0.23
C10 0.195 -2.174 4.257  -0.30
C11 -1.056 -2.727 4.914  -0.09
O6 2.975 -2.023 6.910  -0.24
C12 4.382 -2.227 6.793  -0.31
C13 4.974 -1.357 5.693  -0.09
O7 0.789 -2.665 7.302  -0.22
C14 0.678 -3.685 8.287  -0.32
C15 1.962 -3.889 9.063  -0.09
H17 0.620 -2.901 3.560  0.11
H18 -0.063 -1.276 3.687  0.12
H19 -0.844 -3.678 5.415  0.06
H20 -1.842 -2.898 4.176  0.07
H21 -1.431 -2.037 5.679  0.08
H22 4.604 -3.288 6.632  0.10
H23 4.839 -1.957 7.751  0.11
H24 4.362 -1.346 4.788  0.04
H25 5.979 -1.705 5.428  0.08
H26 5.047 -0.320 6.027  0.07
H27 0.369 -4.614 7.800  0.11
H28 -0.123 -3.389 8.972  0.12
H29 2.751 -4.295 8.424  0.07
H30 1.809 -4.591 9.892  0.08
H31 2.329 -2.939 9.471  0.09
O8 -3.386 4.828 -3.987  -0.23
P2 -3.738 3.905 -5.180  0.74
O9 -3.293 2.507 -4.410  -0.23
C16 -4.220 1.922 -3.519  -0.30
C17 -5.404 1.323 -4.256  -0.09
O10 -2.291 4.165 -5.975  -0.24
C18 -1.586 5.387 -5.760  -0.31
C19 -0.576 5.246 -4.630  -0.07
O11 -4.132 2.873 -6.511  -0.21
C20 -4.967 3.476 -7.492  -0.32
C21 -4.306 4.655 -8.176  -0.09
H32 -4.554 2.663 -2.787  0.11
H33 -3.695 1.130 -2.976  0.12
H34 -6.003 2.107 -4.732  0.06
H35 -6.051 0.769 -3.572  0.08
H36 -5.067 0.649 -5.051  0.08
H37 -2.288 6.207 -5.574  0.10
H38 -1.057 5.635 -6.687  0.11
H39 -0.978 4.706 -3.769  0.07
H40 -0.238 6.233 -4.292  0.08
H41 0.295 4.682 -4.967  0.08
H42 -5.905 3.779 -7.019  0.11
H43 -5.204 2.707 -8.233  0.12
H44 -4.160 5.485 -7.480  0.07
H45 -4.923 5.019 -9.007  0.08
H46 -3.318 4.379 -8.567  0.09



Record 2
A structure of composition C21H46MnNOP3S at a distorted geometry. Source: the OMol25 dataset; level of theory: ωB97M-V/def2-TZVPD.

Values from the calculation:
Charge: +3
2S+1: 5
Expectation value of S²: 6.49
Energy relative to the best compared isomer or geometry (same formula, charge and spin), kJ/mol: 300.8

Each line ends with the Löwdin charge.
Cartesian coordinates (Å):
Mn1 -0.833 -0.767 -0.519  0.43
P1 2.087 -1.375 -1.063  0.81
P2 0.005 1.163 -2.164  0.81
P3 -0.117 -2.195 1.597  0.79
H1 -5.829 0.148 -0.463  0.07
C1 -5.623 -0.172 0.558  -0.07
C2 -5.299 0.790 1.414  -0.09
H2 -4.846 1.730 1.096  0.03
C3 1.623 -2.833 -2.077  -0.25
C4 3.320 -0.495 -2.163  -0.24
C5 3.274 -2.033 0.210  -0.25
C6 -1.147 2.426 -2.713  -0.27
C7 1.501 2.233 -2.311  -0.23
C8 -0.095 0.072 -3.614  -0.26
C9 -1.681 -2.467 2.573  -0.25
C10 1.088 -1.844 2.953  -0.23
C11 0.313 -3.903 1.043  -0.25
H3 -5.785 -1.217 0.833  0.08
H4 -5.612 0.705 2.453  0.07
H5 2.525 -3.271 -2.502  0.07
H6 0.954 -2.539 -2.893  0.03
H7 1.109 -3.585 -1.473  0.02
H8 4.124 -1.212 -2.386  0.07
H9 3.771 0.384 -1.671  0.04
H10 2.862 -0.181 -3.113  0.03
H11 4.198 -2.312 -0.316  0.07
H12 2.911 -2.904 0.768  0.02
H13 3.515 -1.227 0.919  0.02
H14 -0.715 2.990 -3.557  0.08
H15 -1.405 3.066 -1.869  0.06
H16 -2.064 1.932 -3.035  0.01
H17 2.108 1.935 -3.169  0.06
H18 2.100 2.217 -1.398  0.00
H19 1.159 3.263 -2.467  0.06
H20 -0.277 0.648 -4.518  0.07
H21 -0.930 -0.627 -3.513  0.04
H22 0.798 -0.530 -3.759  0.02
H23 -1.605 -3.406 3.145  0.06
H24 -2.532 -2.546 1.879  0.03
H25 -1.909 -1.647 3.275  0.05
H26 0.878 -2.519 3.801  0.08
H27 0.980 -0.806 3.293  0.01
H28 2.137 -1.973 2.654  0.03
H29 0.000 -4.602 1.831  0.07
H30 1.380 -4.054 0.825  0.03
H31 -0.240 -4.126 0.120  0.04
C12 -2.987 0.551 -0.358  -0.64
C13 -3.081 -0.859 -0.714  -0.26
C14 -3.639 -1.207 -1.971  -0.05
C15 -3.900 -0.208 -2.884  -0.05
C16 -4.032 1.135 -2.438  -0.04
C17 -3.603 1.522 -1.161  -0.14
S1 -2.189 0.955 1.226  0.79
H32 -2.338 2.347 1.195  -0.04
H33 -3.116 -1.599 0.127  0.11
H34 -3.796 -2.243 -2.303  0.14
H35 -4.080 -0.488 -3.936  0.14
H36 -4.492 1.886 -3.094  0.15
H37 -3.805 2.487 -0.670  0.13
C18 3.553 3.050 3.560  0.06
N1 2.537 2.243 2.877  0.01
C19 1.251 2.080 3.541  0.05
C20 2.676 1.666 1.659  -0.40
C21 3.984 1.840 0.969  0.05
O1 1.728 0.997 1.175  0.07
H38 3.137 3.369 4.528  0.12
H39 3.810 3.945 2.967  0.15
H40 4.467 2.457 3.737  0.15
H41 0.434 2.337 2.839  0.12
H42 1.129 1.026 3.867  0.11
H43 1.233 2.745 4.425  0.12
H44 4.465 0.872 0.870  0.10
H45 3.802 2.255 -0.016  0.09
H46 4.677 2.505 1.470  0.09



Record 3
A structure of composition C21H46N3OP2RuS at a distorted geometry. Source: the OMol25 dataset; level of theory: ωB97M-V/def2-TZVPD.

Values from the calculation:
Charge: +2
2S+1: 6
Expectation value of S²: 8.78

Each line ends with the Löwdin charge.
Cartesian coordinates (Å):
Ru1 0.517 0.059 -0.635  0.63
P1 -0.941 1.137 -2.011  0.90
P2 2.265 -1.100 0.263  0.91
N1 0.552 -1.372 -2.096  -0.20
C1 -1.065 -0.068 -3.392  -0.28
H1 -2.068 -0.100 -3.820  0.09
H2 -0.345 0.274 -4.139  0.09
C2 -0.619 -1.471 -2.974  -0.28
H3 -1.487 -2.097 -2.623  0.13
H4 -0.217 -2.007 -3.856  0.13
C3 1.133 -2.676 -1.758  -0.28
H5 1.400 -3.085 -2.750  0.13
H6 0.451 -3.435 -1.277  0.13
C4 2.406 -2.494 -0.932  -0.28
H7 3.186 -2.190 -1.632  0.09
H8 2.678 -3.433 -0.443  0.10
C5 1.974 -1.898 1.906  -0.54
C6 1.677 -0.872 3.008  -0.11
H9 1.287 -1.407 3.892  0.09
H10 0.930 -0.126 2.685  0.05
H11 2.593 -0.341 3.317  0.08
C7 3.902 -0.298 0.279  -0.54
C8 4.083 0.736 1.396  -0.09
H12 4.998 1.300 1.162  0.10
H13 4.233 0.245 2.370  0.08
H14 3.244 1.446 1.462  0.06
C9 -0.390 2.702 -2.773  -0.54
C10 -0.469 3.916 -1.838  -0.09
H15 0.094 4.728 -2.323  0.10
H16 -0.020 3.728 -0.850  0.06
H17 -1.509 4.259 -1.718  0.08
C11 -2.663 1.347 -1.389  -0.54
C12 -2.725 2.212 -0.123  -0.11
H18 -3.734 2.113 0.317  0.09
H19 -2.556 3.274 -0.364  0.07
H20 -1.977 1.905 0.628  0.05
C13 0.608 1.444 0.600  -0.37
C14 5.076 -1.279 0.243  -0.09
H21 5.178 -1.832 1.184  0.07
H22 5.021 -2.001 -0.580  0.07
H23 5.985 -0.681 0.107  0.10
C15 -1.061 3.006 -4.116  -0.09
H24 -0.547 3.879 -4.537  0.10
H25 -0.978 2.187 -4.840  0.07
H26 -2.120 3.266 -3.997  0.07
C16 -3.675 1.824 -2.442  -0.09
H27 -4.680 1.617 -2.045  0.10
H28 -3.608 2.909 -2.619  0.08
H29 -3.591 1.295 -3.402  0.08
C17 3.064 -2.886 2.350  -0.09
H30 3.946 -2.364 2.752  0.08
H31 2.650 -3.508 3.158  0.10
H32 3.380 -3.577 1.556  0.08
H33 1.051 -2.469 1.693  0.06
H34 -2.911 0.304 -1.120  0.06
H35 3.853 0.229 -0.689  0.09
H36 0.670 2.464 -2.955  0.08
O1 0.758 2.364 1.304  0.09
H37 2.209 0.610 -2.710  0.09
H38 2.061 0.970 -2.064  0.02
S1 -1.183 -1.552 0.304  0.68
C18 -2.071 -1.086 1.776  -0.75
N2 -1.648 -1.549 2.959  0.11
C19 -2.220 -1.171 4.258  -0.12
C20 -3.705 -0.925 4.104  -0.15
C21 -3.972 -0.004 2.933  -0.12
N3 -3.270 -0.504 1.736  0.11
H39 -0.755 -2.008 2.900  0.11
H40 -1.722 -0.275 4.679  0.15
H41 -2.069 -2.023 4.925  0.14
H42 -4.097 -0.490 5.027  0.14
H43 -4.191 -1.892 3.897  0.14
H44 -3.659 1.028 3.182  0.15
H45 -5.042 -0.022 2.710  0.14
H46 -3.549 -0.212 0.812  0.12



Number 1: E_tot -4615.05986 Eh. Number 2: E_tot -3529.85867 Eh. Number 3: E_tot -2242.35871 Eh.